No. 1
The following is a DFT calculation (ωB97M-V/def2-TZVPD) of a 2-piece molecular cluster, C23H30NO4 overall in a non-equilibrium geometry.

F_max (eV/Å): 4.34
E (eV): -34014.7433
Total charge: -1

Atoms and positions in Å:
O  -4.40300  0.92044  0.65205
O  4.33093  -0.43764  1.08006
O  3.31798  -0.55347  4.92766
O  3.58817  1.60600  0.75883
N  3.42101  0.40609  1.15644
C  4.98599  -2.06391  5.81571
C  4.90012  -3.11783  4.69713
C  5.11900  -0.43360  8.08304
C  -3.04326  0.91628  0.71640
C  -0.22366  1.09799  1.27656
C  2.98879  1.89471  6.38608
C  4.11962  -0.16985  7.16729
C  -2.24317  -0.23994  0.87519
C  2.12343  0.15682  1.58631
C  1.71657  0.18960  7.69771
C  -2.37575  2.17725  0.70743
C  3.06561  0.89195  7.53443
C  4.06686  -0.90374  5.88380
C  1.19259  1.17861  1.59343
C  6.02694  -4.15575  4.72504
C  -1.02238  2.24569  0.93569
C  -0.87954  -0.13960  1.09847
C  -5.10347  -0.34079  0.73285
C  5.95020  -2.24259  6.78767
C  3.37771  1.65203  8.82783
C  4.96118  -2.38669  3.36016
C  3.56179  -3.84545  4.81939
C  6.04918  -1.43844  7.90551
H  5.16655  0.14947  8.98022
H  1.55277  2.20962  1.57516
H  2.21784  2.63507  6.59584
H  -0.53479  3.22750  0.83249
H  1.86284  -0.89305  1.76605
H  -2.72592  -1.21651  0.82500
H  -3.00705  3.04167  0.51459
H  3.45486  -4.55185  3.99598
H  7.01171  -3.68945  4.63981
H  2.75465  1.34735  5.45993
H  4.87345  -3.09862  2.53590
H  3.96279  2.38409  6.27432
H  4.34161  2.16553  8.77680
H  3.51538  -4.38880  5.77085
H  2.59915  2.40863  8.96465
H  -4.88885  -0.96620  -0.14078
H  -0.29640  -1.05461  1.11261
H  5.91359  -1.84281  3.28443
H  0.94286  0.93192  7.89854
H  6.00053  -4.78050  5.62248
H  6.63967  -3.05334  6.68929
H  -6.15545  -0.06353  0.73774
H  1.76333  -0.52065  8.53266
H  2.74778  -3.10647  4.78415
H  3.36269  0.99924  9.70574
H  1.47900  -0.35487  6.77181
H  4.14174  -1.65665  3.31414
H  5.89466  -4.81368  3.86112
H  -4.85548  -0.87992  1.65416
H  6.81525  -1.61378  8.64496

No. 2
The following is a DFT calculation (ωB97M-V/def2-TZVPD) of a 2-piece molecular cluster, C4H14N2O overall in a non-equilibrium geometry.

F_max (eV/Å): 2.99
E (eV): -9400.1836
Spin multiplicity: 2
Total charge: -1

Atoms and positions in Å:
O  -0.25312  -1.32930  -3.63003
N  0.16363  -0.12166  -0.82411
N  0.08764  -0.64988  2.94606
C  0.27714  1.53319  1.14926
C  -0.15576  1.02444  -1.60202
C  0.60787  0.13678  0.57833
C  -0.08256  -0.94703  1.49885
H  -0.54916  0.81045  -2.59660
H  1.70842  0.01663  0.60776
H  0.49960  1.80778  2.18460
H  0.69283  1.69007  -1.78851
H  -0.86639  -2.00992  -3.29520
H  -0.79123  1.71801  0.99191
H  -1.13391  1.39903  -1.18543
H  0.85510  2.29431  0.60529
H  -0.55994  -0.82591  -0.77229
H  0.71508  -1.37596  3.27958
H  -0.82314  -0.78762  3.37282
H  -1.09558  -0.60217  1.26487
H  0.22372  -1.94612  1.22649
H  0.47975  -1.83513  -4.01161

No. 3
The following is a DFT calculation (ωB97M-V/def2-TZVPD) of one molecule with the formula CH4N2O2S in a non-equilibrium geometry.

F_max (eV/Å): 5.84
E (eV): -19005.8068
Spin multiplicity: 3

Atoms and positions in Å:
S  -1.20355  -0.00836  -1.63070
O  2.54282  -1.50725  -0.18933
O  0.40446  -1.19713  0.08219
N  1.70320  -0.69474  -0.05119
N  -0.23519  1.05652  0.55075
C  -0.64269  -0.29388  -0.01362
H  -1.53077  1.19134  -1.36351
H  -1.50241  -0.74531  0.85511
H  0.74305  1.12982  0.15034
H  -0.27893  1.06897  1.60995

No. 4
The following is a DFT calculation (ωB97M-V/def2-TZVPD) of C24H54ClO22S6 as an isolated structure in a non-equilibrium geometry.

F_max (eV/Å): 7.81
E (eV): -148297.0948
Total charge: -1

Atoms and positions in Å:
Cl  12.01944  -25.62910  15.39428
S  15.50168  -28.17653  17.56155
S  9.90716  -25.56973  11.16724
S  12.23407  -20.18307  12.78834
S  9.07220  -25.77901  17.89408
S  10.26048  -22.55313  18.83945
S  12.68257  -28.42450  11.88497
O  13.68087  -29.43197  12.30605
O  14.86346  -28.95919  18.59738
O  10.05509  -21.80132  17.54327
O  13.46845  -25.52443  15.32208
O  12.76117  -27.72337  10.56591
O  10.07749  -25.92595  18.96515
O  12.35660  -21.80952  12.44170
O  12.19777  -19.51449  11.44700
O  15.31928  -29.06743  16.06500
O  11.18362  -19.95246  13.81739
O  9.61622  -25.61237  9.67990
O  8.87121  -23.29758  19.31657
O  10.81372  -21.88321  19.99310
O  7.84906  -26.85744  18.25258
O  16.84800  -27.72049  17.64501
O  11.19369  -29.13181  11.96226
O  11.75678  -27.00006  15.38066
O  8.54387  -24.45648  17.51002
O  9.93900  -27.15450  11.81433
O  11.44525  -25.17338  14.12949
O  11.35384  -25.00335  16.52083
O  9.10688  -24.76112  12.08001
C  14.72648  -28.72619  13.88995
C  6.57014  -23.71049  19.36595
C  10.96770  -30.02092  13.05985
C  9.10595  -27.51756  12.86050
C  6.60448  -26.74463  17.58953
C  11.24943  -24.14642  18.52025
C  10.67949  -23.29274  13.52013
C  15.95323  -28.61128  14.87615
C  12.15451  -22.74233  13.51668
C  14.94648  -26.35604  12.02036
C  11.02021  -31.48041  12.62914
C  7.64431  -22.88519  18.77250
C  13.57165  -24.65439  13.06551
C  13.70171  -24.71632  10.61876
C  11.64032  -25.07538  11.32681
C  14.38751  -26.71306  17.06391
C  9.72774  -26.67616  16.40156
C  13.18525  -24.11859  11.79961
C  12.52092  -27.10936  13.25870
C  13.89635  -20.01852  13.51470
C  14.54037  -25.84487  10.76241
C  14.43955  -25.76187  13.20782
C  5.99901  -28.14923  17.37942
C  9.52305  -26.94479  14.22236
H  14.22367  -26.14946  17.98240
H  12.23012  -25.97557  11.15392
H  11.68840  -26.53578  12.85125
H  11.90667  -24.40728  10.50777
H  8.61040  -26.92989  14.81815
H  10.11203  -22.38172  13.71015
H  13.52548  -26.68864  13.30278
H  15.12765  -28.45922  12.91226
H  6.24474  -28.77421  18.23797
H  6.62408  -23.68288  20.45426
H  10.74289  -32.14687  13.44586
H  6.71123  -24.75873  19.10250
H  10.26324  -27.66952  14.56146
H  14.19767  -18.98071  13.65707
H  7.76637  -23.15054  17.72235
H  12.47622  -22.38467  14.49477
H  10.60634  -24.15845  14.17840
H  9.04453  -26.65145  15.55262
H  10.03532  -27.70032  16.61269
H  14.87023  -26.32798  9.85456
H  11.04947  -24.75559  19.40175
H  12.46634  -23.32829  11.64144
H  5.55020  -23.36820  19.19086
H  16.29553  -27.57979  14.79262
H  10.65201  -26.16759  16.12736
H  12.01547  -31.80134  12.32164
H  6.00198  -26.09621  18.22565
H  11.80573  -24.60815  12.29761
H  10.02230  -29.86525  13.57953
H  16.86354  -29.13610  14.58633
H  11.69088  -29.88267  13.86359
H  13.13924  -24.21835  13.95394
H  10.35863  -23.60159  12.52525
H  7.41827  -21.82250  18.86025
H  14.59748  -20.59768  12.91379
H  13.60428  -24.23766  9.65554
H  13.94515  -28.00780  14.13804
H  14.84873  -26.11613  14.14243
H  12.85993  -23.55419  13.33959
H  10.32927  -31.71565  11.81959
H  4.93884  -28.05452  17.14450
H  14.35210  -29.74025  13.74985
H  12.21882  -27.59015  14.18912
H  10.84355  -24.53897  17.58791
H  13.85478  -20.36583  14.54705
H  8.08639  -27.28577  12.55246
H  6.33750  -28.69668  16.49975
H  15.00285  -26.13903  16.37115
H  9.18665  -28.60427  12.88598
H  13.48991  -27.07634  16.56346
H  15.61852  -27.19320  12.13831
H  9.84319  -25.90370  14.18080
H  12.25086  -23.74756  18.35852
H  6.81183  -26.15315  16.69775

No. 5
The following is a DFT calculation (ωB97M-V/def2-TZVPD) of a 2-piece molecular cluster, C5H14N overall in a non-equilibrium geometry.

F_max (eV/Å): 1.43
E (eV): -6894.4449
Total charge: +1

Atoms and positions in Å:
N  -1.07071  0.73484  1.23482
C  0.58093  0.23693  -1.18687
C  0.75402  -1.07594  -0.42761
C  -0.41198  -2.05903  -0.64255
C  -1.89701  1.12799  2.12342
C  1.58047  1.32290  -0.76730
H  -0.43005  0.60507  -1.01475
H  -2.52974  0.36011  2.54929
H  -1.91724  2.17817  2.38098
H  0.90398  -0.93003  0.65211
H  -0.34289  -2.95038  -0.02338
H  -1.37154  -1.57016  -0.41734
H  2.60861  0.98944  -0.87504
H  1.69152  -1.53052  -0.75443
H  -0.46796  -2.37058  -1.68386
H  -0.97210  -0.25515  1.02421
H  0.67778  0.03440  -2.25283
H  -0.27919  1.31439  0.95512
H  1.51893  1.53709  0.32200
H  1.37417  2.30046  -1.19601

No. 6
The following is a DFT calculation (ωB97M-V/def2-TZVPD) of an isolated ion of composition CH2ClN2O2 and charge -1 in a non-equilibrium geometry.

F_max (eV/Å): 1.99
E (eV): -20665.1740
Total charge: -1

Atoms and positions in Å:
Cl  -0.86685  -0.42019  -1.97918
O  -1.21198  2.86684  1.21469
O  0.37528  1.46830  1.53024
N  -0.71176  1.78539  1.02260
N  -1.38809  0.89518  0.34317
C  -0.67971  -0.22515  -0.04204
H  0.40343  -0.11291  0.21564
H  -1.09329  -1.26804  0.15740